Record 1
202
Properties=species:S:1:pos:R:3 method="wB97M-V/def2-TZVPD" homo_ev="-9.39 / -9.39" charge=+1 spin_multiplicity=3 energy_ev=-164529.3879 gap_ev="6.72 / 5.13"
Ni -0.005 -30.353 -18.540
N -1.082 -30.340 -16.924
S -1.977 -31.341 -16.211
O -3.430 -31.286 -16.196
O -1.504 -32.150 -15.118
F -1.810 -32.384 -17.442
S -0.919 -29.416 -15.383
O 0.245 -29.657 -14.602
O -2.165 -29.082 -14.682
F -0.494 -28.071 -16.022
C -1.623 -25.106 -16.208
C -2.008 -23.539 -16.007
C -2.049 -23.323 -14.454
C -0.652 -23.173 -13.780
C 0.162 -22.052 -14.468
C 0.344 -22.312 -16.045
N -0.976 -22.566 -16.674
O -0.933 -22.538 -18.031
C 0.908 -20.884 -16.578
C 1.377 -23.423 -16.334
C -3.337 -23.317 -16.739
H -0.829 -25.459 -15.551
H -1.226 -25.349 -17.194
H -2.353 -25.872 -15.947
H -2.580 -22.401 -14.216
H -2.630 -24.104 -13.963
H -0.207 -24.168 -13.814
H -0.827 -22.844 -12.756
H 1.147 -21.994 -14.004
H -0.360 -21.137 -14.191
H 0.201 -20.070 -16.421
H 1.927 -20.718 -16.230
H 0.969 -20.792 -17.663
H 0.994 -24.432 -16.180
H 1.701 -23.268 -17.363
H 2.272 -23.425 -15.711
H -4.136 -24.041 -16.581
H -3.184 -23.262 -17.817
H -3.709 -22.305 -16.583
H -0.331 -23.237 -18.299
C -3.152 -35.134 -14.607
C -4.198 -35.993 -13.867
C -4.454 -37.202 -14.683
C -3.447 -38.324 -14.581
C -3.076 -38.619 -13.118
C -2.754 -37.368 -12.228
N -3.840 -36.356 -12.403
O -3.815 -35.285 -11.627
C -2.816 -37.794 -10.693
C -1.291 -36.960 -12.495
C -5.473 -35.130 -13.805
H -2.302 -35.812 -14.535
H -3.117 -34.120 -14.206
H -3.272 -35.056 -15.687
H -5.476 -37.487 -14.431
H -4.420 -37.007 -15.755
H -2.570 -38.051 -15.168
H -3.918 -39.218 -14.989
H -2.189 -39.246 -13.039
H -3.817 -39.291 -12.685
H -2.035 -38.548 -10.593
H -2.672 -36.914 -10.066
H -3.764 -38.229 -10.377
H -1.255 -35.988 -12.003
H -0.517 -37.547 -11.999
H -0.944 -36.921 -13.527
H -6.254 -35.592 -13.200
H -5.890 -34.872 -14.778
H -5.325 -34.176 -13.299
H -4.437 -35.578 -10.958
C 3.435 -31.066 -11.504
C 3.723 -32.545 -11.031
C 2.943 -32.941 -9.727
C 1.483 -33.365 -9.868
C 1.435 -34.373 -11.088
C 2.107 -33.950 -12.412
N 3.513 -33.594 -12.036
O 4.285 -33.426 -13.141
C 1.977 -35.193 -13.395
C 1.365 -32.844 -13.130
C 5.242 -32.633 -10.585
H 2.366 -30.931 -11.333
H 3.535 -30.921 -12.580
H 3.920 -30.290 -10.913
H 3.434 -33.668 -9.080
H 3.052 -31.999 -9.189
H 0.754 -32.556 -9.878
H 1.191 -33.923 -8.978
H 0.433 -34.752 -11.292
H 1.916 -35.313 -10.815
H 2.183 -34.939 -14.434
H 2.610 -36.040 -13.128
H 0.963 -35.575 -13.276
H 1.874 -32.331 -13.946
H 0.399 -33.158 -13.524
H 1.201 -32.062 -12.389
H 5.850 -32.379 -11.453
H 5.602 -33.630 -10.332
H 5.511 -32.037 -9.713
H 5.100 -33.846 -12.857
C -1.138 -33.320 -20.746
C -1.350 -31.831 -21.127
C -2.603 -31.422 -22.097
O -2.723 -29.968 -22.172
C -3.515 -29.529 -23.228
N -1.497 -31.045 -20.006
H -0.805 -34.016 -21.516
H -2.139 -33.648 -20.466
H -0.580 -33.375 -19.811
H -0.445 -31.548 -21.665
H -3.640 -31.637 -21.840
H -2.521 -31.864 -23.091
H -4.039 -28.622 -22.925
H -4.236 -30.306 -23.481
H -2.858 -29.355 -24.080
H -1.792 -30.284 -20.602
H -2.314 -31.326 -19.482
C -6.938 -31.764 -15.870
C -7.418 -30.809 -16.974
C -7.855 -29.437 -16.358
O -9.130 -29.644 -15.693
C -9.735 -28.473 -15.314
N -6.374 -30.409 -17.949
H -7.704 -31.822 -15.097
H -5.990 -31.334 -15.544
H -6.684 -32.747 -16.266
H -8.220 -31.294 -17.531
H -8.071 -28.699 -17.131
H -7.198 -29.033 -15.588
H -10.419 -28.822 -14.540
H -10.260 -28.104 -16.195
H -9.008 -27.775 -14.901
H -5.534 -30.130 -17.461
H -6.585 -29.538 -18.415
C -0.425 -27.061 -12.368
C 0.917 -26.337 -12.395
C 1.921 -27.015 -11.330
O 3.189 -26.396 -11.557
C 4.287 -27.330 -11.497
N 1.441 -26.600 -13.713
H -1.080 -26.943 -13.231
H -0.929 -26.862 -11.422
H -0.244 -28.129 -12.245
H 0.866 -25.273 -12.164
H 1.908 -28.103 -11.395
H 1.566 -26.683 -10.355
H 4.412 -27.651 -10.462
H 5.265 -26.867 -11.630
H 4.072 -28.183 -12.139
H 1.628 -27.593 -13.703
H 2.331 -26.215 -13.428
C -6.084 -27.385 -12.824
C -5.084 -26.313 -13.262
C -5.412 -24.872 -12.722
O -6.391 -24.316 -13.608
C -6.665 -22.902 -13.441
N -3.806 -26.815 -12.769
H -7.067 -27.240 -13.273
H -6.393 -27.397 -11.779
H -5.806 -28.333 -13.284
H -5.046 -26.210 -14.347
H -4.634 -24.109 -12.750
H -5.677 -24.820 -11.666
H -5.897 -22.191 -13.742
H -6.861 -22.797 -12.374
H -7.524 -22.791 -14.103
H -3.057 -26.229 -13.109
H -3.622 -27.721 -13.175
C 3.032 -33.040 -16.655
C 1.904 -31.983 -16.908
C 2.648 -30.597 -16.884
O 1.675 -29.610 -17.291
C 2.273 -28.331 -17.119
N 1.043 -32.109 -18.078
H 2.575 -34.007 -16.865
H 3.284 -33.163 -15.601
H 3.890 -33.046 -17.327
H 1.220 -32.149 -16.076
H 3.355 -30.635 -17.713
H 3.304 -30.411 -16.033
H 2.745 -28.283 -16.137
H 1.623 -27.471 -17.284
H 3.013 -28.322 -17.918
H 1.789 -32.399 -18.694
H 0.703 -33.060 -18.071
C -1.359 -27.061 -21.116
C -0.249 -27.997 -20.511
C 1.143 -27.335 -20.538
O 1.230 -26.380 -19.466
C 2.366 -25.537 -19.458
N -0.508 -28.445 -19.159
H -1.271 -26.865 -22.185
H -1.467 -26.167 -20.502
H -2.312 -27.494 -20.811
H -0.304 -28.886 -21.139
H 1.277 -26.758 -21.453
H 2.048 -27.942 -20.541
H 2.592 -25.191 -20.466
H 3.282 -26.084 -19.236
H 2.335 -24.698 -18.763
H -0.246 -27.614 -18.649
H -1.512 -28.338 -19.157



Record 2
154
Properties=species:S:1:pos:R:3 method="wB97M-V/def2-TZVPD" homo_ev=-7.78 e_above_lowest_kcal_mol=0.0 energy_ev=-240551.7184 gap_ev=6.73
K -0.661 -1.131 0.779
C 6.610 -2.277 5.534
C 5.744 -3.093 4.570
C 4.250 -2.551 4.574
N 3.391 -3.376 3.525
C 3.930 -3.241 2.088
C 3.217 -4.866 3.839
C 1.788 -5.140 4.069
C 1.059 -3.990 3.473
C 1.959 -2.796 3.593
H 6.764 -1.309 5.055
H 7.601 -2.725 5.609
H 6.115 -2.137 6.494
H 5.733 -4.088 5.014
H 6.191 -3.056 3.576
H 4.159 -1.542 4.173
H 3.732 -2.789 5.503
H 4.914 -3.699 1.988
H 3.922 -2.196 1.777
H 3.328 -3.803 1.375
H 3.594 -5.450 3.000
H 3.795 -5.139 4.721
H 1.399 -6.012 3.544
H 1.460 -5.236 5.104
H 0.881 -4.095 2.403
H 0.092 -3.830 3.949
H 1.893 -2.061 2.792
H 1.795 -2.451 4.614
C -4.754 6.319 5.114
C -5.313 5.511 3.908
C -4.185 4.769 3.080
N -4.777 3.805 1.981
C -5.882 4.484 1.063
C -5.341 2.496 2.592
C -4.081 1.783 3.003
C -2.989 2.187 1.924
C -3.614 3.291 1.074
H -5.381 7.048 5.627
H -3.984 7.028 4.810
H -4.249 5.678 5.836
H -5.753 6.271 3.262
H -6.122 4.868 4.255
H -3.538 4.224 3.768
H -3.609 5.564 2.605
H -5.412 5.348 0.594
H -6.720 4.895 1.626
H -6.289 3.880 0.252
H -5.820 2.019 1.737
H -6.010 2.589 3.447
H -4.193 0.707 2.867
H -3.834 1.937 4.054
H -2.552 1.404 1.304
H -2.100 2.626 2.378
H -4.126 2.936 0.180
H -2.898 4.032 0.717
C 2.549 0.589 -0.447
C 2.638 1.560 -1.610
C 4.090 1.941 -2.073
N 4.185 2.683 -3.494
C 3.153 3.842 -3.588
C 5.587 3.206 -3.759
C 5.770 3.145 -5.288
C 5.112 1.887 -5.743
C 3.968 1.680 -4.656
H 2.870 -0.402 -0.769
H 1.548 0.579 -0.015
H 3.146 1.041 0.344
H 2.088 2.475 -1.390
H 2.109 1.039 -2.408
H 4.838 1.148 -2.053
H 4.434 2.624 -1.297
H 3.251 4.401 -2.658
H 2.201 3.322 -3.693
H 3.298 4.504 -4.442
H 5.849 4.199 -3.394
H 6.346 2.505 -3.413
H 5.283 4.064 -5.613
H 6.780 3.339 -5.648
H 4.721 1.872 -6.760
H 5.890 1.130 -5.647
H 2.968 1.818 -5.066
H 3.984 0.668 -4.251
C 2.352 -1.814 -7.059
C 1.474 -1.554 -5.823
C 0.264 -2.550 -5.856
N -0.739 -2.231 -4.719
C -0.099 -1.680 -3.351
C -1.496 -3.461 -4.360
C -2.636 -3.452 -5.405
C -3.002 -2.031 -5.601
C -1.775 -1.214 -5.180
H 1.879 -1.378 -7.939
H 2.604 -2.855 -7.258
H 3.332 -1.338 -7.035
H 1.110 -0.537 -5.680
H 2.221 -1.726 -5.048
H 0.508 -3.606 -5.747
H -0.357 -2.536 -6.752
H -0.841 -1.667 -2.553
H 0.221 -0.641 -3.426
H 0.722 -2.361 -3.122
H -1.864 -3.351 -3.339
H -0.862 -4.347 -4.381
H -3.488 -4.055 -5.092
H -2.145 -3.894 -6.272
H -3.907 -1.778 -5.050
H -3.213 -1.743 -6.631
H -2.055 -0.518 -4.390
H -1.425 -0.628 -6.030
N -0.591 -0.539 3.360
S -1.231 -0.981 4.874
O -2.426 -0.332 5.421
O -0.182 -1.418 5.836
F -1.855 -2.423 4.471
S 0.142 0.728 3.809
O 1.363 0.533 4.568
O -0.633 1.901 4.123
F 0.737 1.153 2.337
N -6.914 -3.048 2.358
S -6.698 -1.992 1.313
O -6.077 -2.330 0.078
O -6.638 -0.583 1.702
F -8.284 -2.048 0.779
S -5.147 -3.235 2.540
O -4.354 -1.982 2.764
O -4.695 -4.368 1.717
F -5.250 -3.925 4.019
N 0.049 -3.658 -0.098
S 1.143 -4.419 -0.714
O 1.176 -4.539 -2.137
O 1.823 -5.446 0.108
F 2.233 -3.289 -0.508
S -1.003 -4.940 -0.194
O -0.821 -6.170 0.587
O -1.778 -5.118 -1.391
F -2.068 -4.150 0.744
N -2.299 0.198 -0.956
S -3.572 -0.301 -1.387
O -3.865 -0.622 -2.783
O -4.681 0.192 -0.623
F -3.508 -1.848 -0.875
S -2.262 1.553 -1.931
O -3.491 2.330 -2.134
O -1.362 1.516 -3.104
F -1.601 2.486 -0.843
N 1.413 6.169 1.488
S 2.571 5.247 1.145
O 2.719 4.827 -0.290
O 3.148 4.396 2.207
F 3.677 6.415 1.135
S 0.511 4.821 2.085
O 0.682 4.551 3.485
O 0.348 3.706 1.144
F -1.017 5.448 1.909



Record 3
49
Properties=species:S:1:pos:R:3 method="wB97M-V/def2-TZVPD" homo_ev=-19.85 e_above_lowest_kcal_mol=37.7 charge=+3 energy_ev=-28758.7168 gap_ev=4.21
Tl -0.743 0.919 0.557
C 2.074 0.338 -2.213
O 1.096 -0.386 -1.453
C 1.262 -1.797 -1.582
C 0.207 -2.525 -0.735
N -1.069 -1.849 -0.593
C -1.764 -1.632 -1.883
C -3.137 -1.008 -1.755
O -3.051 0.280 -1.167
C -4.251 1.042 -1.390
H 1.873 0.191 -3.279
H 3.111 0.053 -2.035
H 1.901 1.402 -2.057
H 2.265 -2.173 -1.365
H 1.098 -2.006 -2.645
H 0.708 -2.782 0.199
H 0.010 -3.497 -1.214
H -1.602 -2.507 -0.017
H -1.894 -2.625 -2.330
H -1.203 -0.992 -2.564
H -3.710 -1.745 -1.184
H -3.524 -0.910 -2.770
H -4.024 1.936 -0.808
H -5.121 0.608 -0.891
H -4.490 1.312 -2.418
C 0.709 4.426 0.373
O 1.119 3.044 0.451
C 2.448 2.834 0.899
C 2.742 1.341 0.915
N 1.618 0.635 1.517
C 1.819 -0.799 1.719
C 0.608 -1.451 2.412
O -0.658 -0.878 2.031
C -1.726 -1.491 2.799
H 1.000 5.019 1.238
H -0.373 4.385 0.275
H 1.123 4.831 -0.553
H 2.424 3.133 1.953
H 3.102 3.415 0.249
H 3.648 1.178 1.516
H 3.038 0.999 -0.079
H 1.585 1.040 2.457
H 2.725 -1.075 2.264
H 1.779 -1.324 0.761
H 0.640 -1.312 3.498
H 0.667 -2.533 2.257
H -2.300 -1.941 1.976
H -2.352 -0.759 3.300
H -1.407 -2.364 3.363